1 | The molecule C3H8OS, computed with the ωB97M-V functional and the def2-TZVPD basis.

Computed properties:
SMILES string ... C=[S@H](=O)CC
HOMO-LUMO gap ... 8.34 eV
LUMO energy ... 0.38 eV

Each line ends with the Löwdin charge.
Element x y z (Å)
1 S -1.182 -0.274 -0.236  0.739
2 O -1.490 -1.606 0.221  -0.429
3 C -2.198 1.015 0.270  -0.307
4 C 0.417 0.094 0.528  -0.431
5 C 1.505 -0.819 0.073  -0.156
6 H 0.515 0.261 1.650  0.136
7 H 1.183 -1.685 0.728  0.093
8 H 2.403 -0.192 0.386  0.105
9 H -3.190 0.572 0.662  0.038
10 H -2.147 1.803 -0.408  -0.048
11 H 1.330 -1.167 -0.999  0.090
12 H 0.425 1.189 0.218  0.094
13 H -0.966 -0.393 -1.614  0.076

=====

2 | A cluster of 2 separate species, C3H8OS in total, computed with the ωB97M-V functional and the def2-TZVPD basis.

Computed properties:
SMILES string ... C=CO.CS
HOMO-LUMO gap ... 9.57 eV
LUMO energy ... 0.71 eV

Each line ends with the Löwdin charge.
Element x y z (Å)
1 S -0.408 2.398 1.757  0.560
2 O 1.433 -0.428 -1.767  -0.027
3 C 0.404 -2.187 -0.392  0.011
4 C -1.120 1.460 0.294  -0.501
5 C 1.118 -0.976 -0.511  -0.253
6 H -2.220 1.228 0.732  0.057
7 H -1.209 1.797 2.651  -0.172
8 H 1.762 -0.605 0.225  0.087
9 H 1.931 0.362 -1.625  0.073
10 H -1.114 1.935 -0.760  0.056
11 H -0.796 0.380 0.142  -0.010
12 H 0.130 -2.786 -1.329  0.078
13 H 0.087 -2.579 0.581  0.042

=====

3 | A cluster of 2 separate species, C3H8OS in total, computed with the ωB97M-V functional and the def2-TZVPD basis.

Computed properties:
HOMO-LUMO gap ... 8.48 eV
LUMO energy ... -0.14 eV

Each line ends with the Löwdin charge.
Element x y z (Å)
1 S -1.841 -0.431 -0.095  0.733
2 O 2.525 -0.248 -0.179  -0.225
3 C -0.858 0.843 0.181  -0.771
4 C 0.538 0.680 -0.377  -0.425
5 C 1.156 -0.152 0.459  -0.427
6 H -0.548 -1.352 0.324  0.033
7 H 1.450 0.410 1.623  0.205
8 H 1.329 1.435 -0.653  0.155
9 H 2.860 -1.583 -0.435  0.297
10 H 0.224 0.172 -1.382  0.141
11 H -0.295 0.790 1.391  0.139
12 H -1.315 1.849 -0.089  0.101
13 H 0.533 -1.073 0.603  0.044

=====

The most stable arrangement is 2, and the next structure is 240.4 kJ/mol less stable.

=====

1 | A cluster of 2 separate species, C3H8OS in total, computed with the ωB97M-V functional and the def2-TZVPD basis.

Computed properties:
SMILES string ... CC=O.CS
HOMO-LUMO gap ... 10.08 eV
LUMO energy ... 0.78 eV

Each line ends with the Löwdin charge.
Element x y z (Å)
1 S 2.157 0.114 -0.053  0.597
2 O -3.390 -1.691 -0.087  0.041
3 C -2.400 0.234 0.924  -0.058
4 C -2.558 -0.825 -0.125  -0.329
5 C 3.213 1.539 -0.461  -0.489
6 H 4.085 1.204 -1.009  0.019
7 H 1.545 0.035 -1.239  -0.171
8 H -1.594 -0.049 1.603  0.081
9 H -2.192 1.227 0.535  0.074
10 H -3.304 0.217 1.531  0.079
11 H -1.778 -0.839 -0.917  0.112
12 H 2.644 2.247 -1.056  0.023
13 H 3.447 2.047 0.469  0.020

=====

2 | The molecule C3H8OS, computed with the ωB97M-V functional and the def2-TZVPD basis.

Computed properties:
HOMO-LUMO gap ... 9.70 eV
LUMO energy ... 0.91 eV

Each line ends with the Löwdin charge.
Element x y z (Å)
1 S -0.679 0.374 0.529  0.833
2 O -0.330 1.584 1.227  -0.532
3 C -1.423 1.021 -1.050  -0.242
4 C 1.398 -1.118 1.365  -0.150
5 C 0.899 -0.458 0.006  -0.341
6 H 2.331 -1.558 1.051  0.050
7 H 1.480 0.044 -0.410  -0.073
8 H -2.056 1.894 -1.190  0.054
9 H 0.808 -1.952 1.904  0.108
10 H -0.585 1.246 -1.674  0.020
11 H 1.733 -0.247 1.924  0.060
12 H 0.906 -1.425 -0.800  0.168
13 H -1.828 0.098 -1.523  0.048

=====

3 | A cluster of 2 separate species, C3H8OS in total, computed with the ωB97M-V functional and the def2-TZVPD basis.

Computed properties:
SMILES string ... C=O.CSC
HOMO-LUMO gap ... 9.35 eV
LUMO energy ... 0.74 eV

Each line ends with the Löwdin charge.
Element x y z (Å)
1 S 1.060 -0.444 0.192  0.701
2 O -2.244 1.516 0.513  -0.065
3 C -2.114 0.618 1.356  -0.147
4 C 0.333 0.725 -1.011  -0.429
5 C 1.643 -1.717 -0.936  -0.456
6 H 0.872 -2.155 -1.564  0.030
7 H -1.736 0.830 2.411  0.093
8 H 2.441 -1.294 -1.533  0.021
9 H 1.018 0.893 -1.789  0.001
10 H 0.152 1.737 -0.538  0.053
11 H 2.049 -2.592 -0.326  0.056
12 H -2.347 -0.489 1.135  0.095
13 H -0.621 0.300 -1.411  0.048

=====

The most stable arrangement is 1, and the next structure is 55.7 kJ/mol less stable.

=====

1 | A cluster of 2 separate species, CH4N2OS in total, computed with the ωB97M-V functional and the def2-TZVPD basis.

Computed properties:
HOMO-LUMO gap ... 9.41 eV
LUMO energy ... 0.06 eV

Each line ends with the Löwdin charge.
Element x y z (Å)
1 S 1.491 2.192 0.746  0.619
2 O 0.732 -0.767 -0.157  -0.237
3 N -1.429 -0.074 -0.245  -0.044
4 N -0.560 -0.934 0.469  -0.188
5 C 1.951 1.427 -0.500  -0.548
6 H 0.883 -1.776 -0.335  0.139
7 H -1.497 -0.364 -1.239  0.083
8 H -0.517 -0.648 1.458  0.105
9 H -1.055 0.944 -0.197  0.069

=====

2 | A structure of composition CH4N2OS, computed with the ωB97M-V functional and the def2-TZVPD basis.

Computed properties:
HOMO-LUMO gap ... 8.88 eV
LUMO energy ... 0.41 eV

Each line ends with the Löwdin charge.
Element x y z (Å)
1 S -0.831 -0.653 1.158  0.707
2 O -0.341 1.737 -0.804  -0.177
3 N 0.834 0.930 -1.108  -0.114
4 N 0.370 -1.154 0.101  -0.368
5 C 0.911 -0.389 -0.659  -0.429
6 H 1.524 -0.835 -1.369  0.095
7 H 0.063 1.783 0.382  0.235
8 H 1.230 1.267 -2.071  0.178
9 H -0.682 -1.756 1.957  -0.128

=====

The most stable arrangement is 2, and the next structure is 46.9 kJ/mol less stable.